1.
Formula: C16H32N2O6P
Source: OMol25
Level of theory: ωB97M-V with the def2-TZVPD basis set

```
57
Properties=species:S:1:pos:R:3:forces:R:3
C -2.3107 -3.6696 -3.8095 -0.361 0.110 -0.122
C -1.9137 -2.2661 -3.3844 0.094 0.250 0.159
C -0.5513 -2.2104 -2.6699 -0.017 -0.216 -0.278
C 0.3544 -1.0375 -3.0499 0.276 0.021 -0.046
N 0.3356 0.0793 -2.0856 -0.509 -0.404 0.385
C -0.7839 0.8028 -1.8906 0.233 0.186 0.184
C -1.6809 1.0824 -2.9322 -0.374 0.041 -0.393
C -2.7846 1.8547 -2.7108 -0.001 0.017 -0.102
C -3.8171 2.1210 -3.7816 -0.520 0.070 0.158
O -4.9754 2.2086 -3.4836 0.604 -0.024 -0.258
O -3.3829 2.2470 -5.0432 -0.213 -0.084 0.092
C -3.0298 2.3922 -1.4352 -0.319 0.143 -0.265
C -2.1365 2.1384 -0.4646 0.087 -0.008 0.304
N -1.0434 1.3547 -0.6679 0.255 -0.034 -0.117
P 0.1322 0.9464 0.6758 0.370 -0.238 0.758
O -0.7543 1.1914 1.9884 -0.302 0.217 -0.468
O 1.0640 2.2524 0.5899 -0.172 0.001 -0.227
H -1.5459 -4.1284 -4.4327 0.115 -0.077 0.065
H -3.2233 -3.6317 -4.4037 -0.048 -0.026 -0.006
H -2.5237 -4.3057 -2.9529 0.163 -0.100 0.066
H -1.8743 -1.6225 -4.2664 0.007 -0.053 -0.124
H -2.6937 -1.8475 -2.7456 -0.062 0.050 0.013
H -0.6686 -2.2397 -1.5859 0.004 -0.027 0.081
H -0.0067 -3.1192 -2.9302 0.040 -0.048 0.010
H 0.1376 -0.6772 -4.0538 -0.040 0.094 -0.017
H 1.3895 -1.3672 -3.0740 0.071 0.056 0.058
H 0.8063 -0.2129 -1.2297 0.293 0.084 -0.116
H -1.4987 0.6577 -3.9071 0.064 -0.078 0.016
H -2.4221 2.2276 -5.1042 0.100 0.059 0.005
H -3.9071 2.9859 -1.2402 -0.086 0.034 -0.046
H -2.2747 2.5300 0.5306 0.070 -0.051 0.123
H -0.8883 2.1118 2.2628 0.035 0.004 0.380
H 0.6174 3.1087 0.5336 0.156 0.135 -0.005
C 2.4784 -3.9544 -0.1068 -0.068 0.080 -0.091
C 2.8991 -2.6107 0.4623 0.000 -0.192 0.064
C 3.1465 -2.6739 1.9586 -0.024 0.125 0.004
O 1.9044 -1.6102 0.1716 -0.033 0.023 -0.222
H 1.5479 -4.2902 0.3602 0.027 -0.026 0.044
H 2.3083 -3.8833 -1.1819 0.030 0.000 -0.002
H 3.2400 -4.7125 0.0715 0.007 -0.008 0.016
H 3.8004 -2.2650 -0.0439 -0.016 0.070 -0.032
H 2.2343 -2.9737 2.4823 0.010 -0.061 -0.009
H 3.4486 -1.6988 2.3408 0.025 -0.005 -0.018
H 3.9271 -3.3959 2.1956 -0.001 -0.019 0.001
H 1.0901 -1.8856 0.6087 0.034 -0.013 0.106
C 1.8798 2.2959 4.2215 -0.106 -0.002 -0.126
C 1.1638 3.3136 5.0909 0.085 -0.171 0.110
C 1.4478 3.1239 6.5701 -0.126 0.036 0.001
O -0.2460 3.2469 4.8281 -0.023 0.025 -0.248
H 1.5419 1.2848 4.4677 0.044 -0.008 0.051
H 1.6241 2.4884 3.1786 0.165 -0.050 -0.030
H 2.9631 2.3321 4.3339 -0.005 0.047 0.024
H 1.4615 4.3185 4.7897 -0.073 0.043 -0.009
H 1.1127 2.1356 6.8972 0.048 -0.029 -0.011
H 0.9158 3.8691 7.1600 0.012 0.019 -0.005
H 2.5137 3.2094 6.7809 0.008 -0.009 -0.017
H -0.5487 2.3784 5.1167 -0.034 0.019 0.131
```
Forces are in eV/Å.

**Charge**: +1
**Max |F|**: 0.88 eV Å⁻¹
**2S+1**: 1

=====

2.
Formula: CHN3O3S
Source: OMol25
Level of theory: ωB97M-V with the def2-TZVPD basis set

```
9
Properties=species:S:1:pos:R:3:forces:R:3
C -2.5483 1.1498 -0.1976 1.362 -2.374 0.467
N -2.9038 2.2404 -0.1992 -0.465 1.107 -0.089
N -0.0837 -0.1454 0.2861 -0.339 1.889 -0.060
N -1.1602 -0.6243 0.3112 0.709 0.630 0.503
O 1.5509 -1.1419 -1.1927 0.990 -0.297 -0.301
O 2.4764 0.4201 0.5136 -1.510 -1.651 1.200
O -1.7488 -1.5937 0.6002 -1.000 -0.340 -0.277
S 1.6031 -0.9121 0.2189 -0.597 -0.096 0.371
H 2.8144 0.6073 -0.3406 0.851 1.131 -1.813
```
Forces are in eV/Å.

**Charge**: 0
**Max |F|**: 2.78 eV Å⁻¹
**2S+1**: 1

=====

3.
Formula: C16H52BIn2O16
Source: OMol25
Level of theory: ωB97M-V with the def2-TZVPD basis set

```
87
Properties=species:S:1:pos:R:3:forces:R:3
In -1.1308 2.3143 -2.0936 1.060 -1.111 0.889
In 1.9759 -1.6212 1.3942 -1.121 1.790 -0.312
B 0.0823 -0.0169 -0.6295 0.348 1.068 0.213
H -0.7854 0.6951 -0.1529 -0.637 0.514 0.528
H 0.0105 -1.1335 -0.1684 -0.544 -0.502 0.184
H -0.0540 -0.0807 -1.8228 0.140 -0.020 -0.678
H 1.1137 0.5006 -0.3137 0.267 0.397 -0.234
C 1.0847 0.3538 4.7176 -0.420 0.386 0.369
C -0.2802 -0.1016 4.2541 -0.307 -0.083 -0.379
O -0.3318 -0.2020 2.8134 0.601 -0.261 -0.086
O 2.0581 -0.5452 4.2152 0.423 -0.798 -0.572
H 1.1097 0.3648 5.8134 -0.023 -0.198 -0.048
H 1.2730 1.3834 4.4056 0.110 -0.046 -0.168
H -1.0593 0.6083 4.5337 0.220 0.079 0.391
H -0.5605 -1.0729 4.6572 0.197 -0.028 0.050
H -0.8907 0.5382 2.5356 -0.079 -0.234 -0.412
H 2.9213 -0.3682 4.6171 -0.075 -0.018 -0.042
C 2.3907 2.0434 -3.0318 -0.397 -0.177 0.836
C 2.1033 3.3996 -2.4511 1.125 0.391 -0.666
O 1.0347 3.2098 -1.4733 -1.166 -0.442 0.082
O 1.1970 1.7074 -3.6854 -1.148 -0.411 -0.390
H 2.5269 1.3611 -2.1797 0.103 0.028 0.065
H 3.2851 1.9368 -3.6480 -0.182 0.590 -0.304
H 1.7565 4.1501 -3.1605 0.093 -0.248 -0.238
H 3.0368 3.7754 -2.0247 -0.408 0.169 0.675
H 1.1688 3.7391 -0.6787 -0.115 0.274 0.003
H 1.3034 0.9210 -4.2666 -0.451 -0.042 -0.156
C 2.4335 -3.0213 -1.9818 0.963 -1.079 0.664
C 2.4686 -1.5414 -2.0230 0.300 0.077 -0.300
O 3.0431 -1.0733 -0.7632 -1.244 -0.388 -0.223
O 1.6133 -3.3648 -0.8516 -0.477 0.317 0.264
H 3.4007 -3.4588 -1.7208 0.260 0.202 -0.610
H 2.0756 -3.4953 -2.8958 -0.127 0.211 -0.026
H 1.4470 -1.1877 -2.1094 0.283 0.336 0.084
H 3.0954 -1.1406 -2.8186 -0.108 -0.126 -0.155
H 3.9789 -0.8926 -0.9284 0.018 -0.322 0.393
H 1.0934 -4.1334 -1.1212 -0.119 -0.114 0.635
C -0.1785 -1.1138 -5.6162 -0.624 -0.271 -0.357
C -1.0750 -0.8917 -4.4221 -0.385 0.082 0.057
O -1.5677 0.4685 -4.3969 0.317 0.799 0.854
O 1.1010 -0.5434 -5.3793 0.182 -0.126 0.319
H -0.5829 -0.6904 -6.5399 -0.288 0.055 0.170
H -0.2068 -2.2026 -5.7693 0.674 0.045 0.018
H -0.5397 -1.0942 -3.4917 0.139 0.255 -0.075
H -1.9454 -1.5487 -4.4032 0.119 -0.153 -0.325
H -2.3171 0.5102 -5.0120 -0.080 0.282 0.176
H 1.5760 -0.4995 -6.2209 0.049 -0.021 0.046
C -0.6215 -4.3047 1.9173 -0.150 -0.166 0.979
C -0.5041 -3.9367 3.3673 -0.789 -0.395 1.343
O 0.6757 -3.1641 3.6212 0.677 0.237 -1.240
O -0.6456 -3.0652 1.1922 0.713 -0.027 -0.183
H -1.5454 -4.8665 1.7741 -0.081 0.132 0.001
H 0.1910 -4.9888 1.6561 0.185 0.360 -0.400
H -0.5175 -4.8261 4.0093 0.465 -0.188 -0.355
H -1.3642 -3.3836 3.7624 -0.072 0.275 -0.611
H 0.8021 -3.0562 4.5731 0.315 0.090 -0.065
H -1.2539 -3.1624 0.4498 0.243 0.155 -0.204
C -4.7128 -0.8934 1.3965 0.411 -0.109 -1.319
C -3.2197 -0.5996 1.4946 -0.484 -0.786 0.384
O -3.0278 0.6502 2.1903 0.498 -0.347 -0.310
O -5.3553 -0.8959 2.6314 0.496 0.216 0.225
H -4.8420 -1.8113 0.8081 -0.053 -0.205 0.313
H -5.1447 -0.1278 0.7456 -0.306 0.175 0.399
H -2.7639 -0.5853 0.5034 -0.011 0.458 -0.028
H -2.7105 -1.4084 2.0331 0.047 0.171 0.159
H -3.5510 0.5165 3.0016 -0.211 0.538 -0.105
H -5.0635 -1.6679 3.1339 -0.381 -0.065 0.033
C -4.0979 4.3480 -0.8065 -1.737 0.556 -0.987
C -3.9884 3.4078 0.3576 0.148 -0.356 -0.348
O -3.2258 2.2500 -0.0216 0.791 -0.018 -0.969
O -2.8883 4.6268 -1.4685 1.651 -0.586 0.085
H -4.5737 5.2981 -0.5037 0.471 -0.036 0.444
H -4.8486 4.0287 -1.5495 0.246 -0.444 0.135
H -5.0038 3.0184 0.5086 0.022 0.330 0.450
H -3.5562 3.8666 1.2465 -0.188 0.012 0.040
H -3.0556 1.7304 0.8020 0.088 -0.037 0.160
H -2.9741 5.4206 -2.0249 -0.039 -0.236 -0.166
C 4.2931 0.8845 0.9360 0.048 0.253 0.057
C 3.6766 1.6999 2.0324 0.010 0.312 -0.022
O 2.3359 1.2509 2.0051 -0.898 -0.591 0.029
O 4.1694 -0.5233 1.3529 -0.014 -0.468 0.659
H 5.3343 1.1653 0.7758 0.116 -0.410 0.004
H 3.7063 0.9065 0.0164 0.178 0.709 0.135
H 3.7214 2.7838 1.9124 0.239 -0.077 -0.475
H 4.1748 1.5040 2.9865 -0.118 -0.238 0.008
H 1.7001 1.9278 2.2507 0.047 -0.007 0.169
H 5.0224 -0.9624 1.2194 -0.033 -0.315 0.364
```
Forces are in eV/Å.

**Charge**: +5
**Max |F|**: 2.14 eV Å⁻¹
**2S+1**: 1

=====

4.
Formula: C12H32IO4
Source: OMol25
Level of theory: ωB97M-V with the def2-TZVPD basis set

```
49
Properties=species:S:1:pos:R:3:forces:R:3
I -0.8705 -0.2985 0.1779 -0.082 0.064 -0.031
C 0.0394 4.8127 -1.7237 0.648 -0.518 -0.704
C -0.2689 3.5515 -0.9089 0.006 -0.830 -1.357
C -0.4499 3.7625 0.5481 -0.506 0.295 1.450
O -1.4736 2.9337 -1.4549 1.079 0.091 0.428
H 0.8926 5.3116 -1.2608 0.351 -0.149 -0.219
H -0.7249 5.5740 -1.6901 -0.739 -0.068 0.053
H 0.2544 4.5846 -2.8184 -0.195 0.180 1.454
H 0.5809 2.8367 -0.9991 -0.396 0.318 -0.377
H 0.4517 4.0671 1.1069 -0.147 -0.114 -0.428
H -0.8301 2.8381 1.0198 0.280 0.337 -0.264
H -1.2122 4.5272 0.6974 -0.131 0.145 0.166
H -1.4468 2.0209 -1.0993 -0.261 0.301 -0.168
C 0.4228 -1.7048 -5.0082 1.642 -2.084 -0.540
C 0.2024 -1.1847 -3.6242 0.472 -0.709 0.055
C 1.3893 -0.3378 -3.2149 0.893 -1.149 0.924
O -0.9164 -0.3672 -3.6763 -1.108 0.921 1.333
H -0.3706 -2.3296 -5.4101 -0.421 0.163 0.181
H 1.3440 -2.3958 -5.0609 -1.096 1.139 0.207
H 0.5922 -0.8798 -5.6756 0.061 0.411 -0.430
H -0.0131 -2.0112 -2.9329 0.392 0.001 0.058
H 1.1844 0.2245 -2.3059 -0.114 -0.083 0.143
H 1.4858 0.3715 -4.0208 0.706 0.303 -0.279
H 2.3039 -0.9839 -2.9971 -0.927 0.981 -0.618
H -1.0133 -0.1108 -2.7236 -0.481 0.099 -0.960
C -0.1932 -4.3502 -0.7910 -1.130 -0.440 0.114
C -0.0050 -4.4376 0.6868 0.265 1.815 1.244
C 1.1037 -3.5458 1.2517 1.885 -1.230 -0.562
O -1.1854 -3.9811 1.3767 -0.216 0.546 -0.833
H 0.6637 -4.5969 -1.3768 0.777 -0.219 -0.291
H -0.5558 -3.3752 -1.0701 -0.086 0.466 -0.160
H -0.9782 -5.0842 -0.9703 -0.146 0.066 -0.606
H 0.1046 -5.4696 0.9556 0.293 -0.588 0.392
H 0.8597 -2.5053 1.2345 -0.595 0.592 0.114
H 2.0438 -3.5787 0.6519 -0.464 -0.312 0.204
H 1.3881 -3.8575 2.2640 -0.266 0.180 -0.089
H -1.2487 -3.0325 1.0886 -0.256 -0.865 0.507
C -0.7369 2.3374 4.0757 0.498 0.037 -0.037
C 0.2815 1.1804 4.2470 -1.366 -0.852 0.443
C -0.4751 -0.1469 4.5661 0.032 0.013 1.807
O 1.0546 1.0317 3.1008 -0.370 -0.273 -1.307
H -1.4984 2.1175 3.3107 0.374 -0.044 0.135
H -0.2084 3.2645 3.8125 -0.063 -0.300 -0.191
H -1.2525 2.5605 5.0002 -0.235 -0.142 0.386
H 0.9331 1.3788 5.1144 0.027 0.150 -0.443
H -1.1405 0.1086 5.4332 0.120 -0.389 -0.778
H 0.1401 -1.0047 4.9596 -0.053 1.038 -0.584
H -1.0583 -0.5594 3.7424 -0.074 0.386 -0.138
H 0.4106 0.7336 2.3914 1.123 0.320 0.595
```
Forces are in eV/Å.

**Charge**: -1
**Max |F|**: 2.71 eV Å⁻¹
**2S+1**: 1

=====

no.,electronic energy (Eh)
1,-1531.0095
2,-826.6131
3,-2247.3203
4,-1075.1561